# 1
C44H34BrCuN8O2S | wB97M-V/def2-TZVPD

Positions of all 91 atoms, in Å:
C: -0.51 6.51 1.88
C: 2.59 -0.74 -9.35
C: 3.75 0.04 1.68
H: -1.87 -5.13 1.59
C: 2.18 -1.37 -8.21
C: -0.14 1.35 -3.33
C: 2.48 1.99 0.14
C: -0.02 -0.84 -1.82
N: -0.37 0.29 -1.22
H: 4.35 2.84 -0.22
C: 1.61 -0.61 -7.18
H: 2.31 3.70 -1.07
C: 4.50 0.99 0.94
H: -2.21 9.40 2.19
N: 1.01 1.27 -6.16
C: -0.86 7.81 1.66
C: -1.39 5.61 2.50
H: 1.69 -0.63 2.03
C: 1.48 -7.36 1.50
H: 1.54 2.47 -8.62
C: -1.79 -4.08 1.43
H: 2.88 -8.49 0.35
H: 4.21 -0.80 2.13
Cu: -0.23 0.43 0.76
H: -6.58 1.78 2.15
H: 0.04 -1.84 -1.31
C: -2.03 -2.03 0.23
H: -2.49 -1.39 -0.57
C: -1.10 -3.40 2.45
H: 1.17 -7.25 4.80
C: 1.63 0.81 -7.30
C: 2.38 0.66 -9.53
H: 0.60 2.16 -5.92
C: 2.35 0.09 1.55
C: 0.29 0.21 -4.01
C: 1.00 -6.89 2.73
C: -3.65 3.12 0.96
C: -0.38 -1.65 4.55
C: -4.92 2.54 1.02
C: 0.85 0.13 -5.33
C: -4.96 2.50 3.38
C: 2.58 -8.28 1.35
H: 3.26 -8.60 4.65
H: 5.57 0.90 0.90
C: -0.37 -2.99 4.73
C: -3.62 2.92 3.37
H: 0.92 -7.16 0.58
C: 0.35 -0.91 -3.19
H: -5.30 2.19 0.05
H: -3.14 5.44 3.71
H: -2.80 -3.88 -0.57
N: 1.24 -1.04 -5.93
C: 3.14 -8.77 2.52
H: 0.89 3.10 -0.12
H: 2.20 -2.40 -8.04
C: 3.87 1.95 0.20
H: -0.42 -3.53 5.70
O: -0.27 0.15 2.92
C: -2.27 -3.41 0.30
C: -3.00 3.26 2.20
C: -0.84 -2.02 2.23
C: -5.60 2.26 2.16
N: 1.71 1.07 0.84
N: 0.07 -5.84 2.63
H: 0.35 6.12 1.33
H: -3.56 7.81 3.84
N: -1.32 -1.40 1.13
H: 2.78 1.15 -10.43
H: -5.55 2.50 4.33
Br: 4.68 -9.85 2.41
H: -0.33 -0.89 5.35
C: -2.48 6.13 3.20
C: -2.77 7.51 3.16
S: -1.30 3.82 2.14
H: -0.23 8.53 1.12
C: -0.54 -3.89 3.67
H: 3.04 -1.40 -10.14
O: -0.86 3.68 0.70
C: 2.73 -8.28 3.77
H: -3.11 3.12 4.33
C: -0.48 -1.10 3.25
C: -0.46 1.38 -2.01
H: -3.22 3.56 0.05
N: -0.09 -5.18 3.78
C: 1.59 -7.47 3.86
C: 1.84 1.44 -8.50
H: -0.17 2.27 -3.91
H: -0.68 2.36 -1.58
N: 1.84 3.01 -0.44
H: 0.73 -1.87 -3.41
C: -2.01 8.33 2.36

Values from the calculation:
* Kohn-Sham gap: 0.213 Eh
* LUMO: -0.6 eV
* E_HOMO: -6.41 eV
* net charge: 0
* maximum force: 3.51 eV/Å

These are the Mulliken partial charges, in e, on atoms 1 to 4: C -0.468; C -0.386; C -1.133; H 0.624

---

# 2
C44H35LuN16S | wB97M-V/def2-TZVPD

Positions of all 97 atoms, in Å:
C: -0.21 0.65 -4.10
H: 0.27 -0.89 -7.07
H: -1.59 2.24 -3.76
C: -4.31 -1.87 2.27
C: 3.17 -3.46 2.18
H: 2.72 -3.87 4.24
C: 2.44 -3.33 3.34
C: 1.36 -2.46 3.37
C: -1.88 0.25 3.51
H: -2.64 -0.54 5.48
C: 0.93 2.73 3.71
C: -3.14 -0.29 0.71
H: 1.21 3.80 5.55
H: 0.05 3.29 3.42
C: 2.44 1.11 3.18
C: -0.98 -2.62 -2.93
C: -1.08 0.73 -6.74
C: -4.32 -0.50 1.64
H: 0.04 -2.33 -2.73
H: -1.39 0.79 -7.78
H: 2.04 5.02 -0.73
C: 2.31 -0.80 -2.22
N: 1.35 -1.11 -0.07
H: -1.07 0.83 3.97
C: 0.99 -1.70 2.26
S: -4.38 -1.95 -1.14
H: 4.04 -4.11 2.15
H: -0.49 -3.89 -4.57
C: 3.30 -1.34 -3.11
C: -4.14 0.11 4.09
C: -1.18 1.56 -4.49
C: -1.29 -3.50 -3.95
H: 4.35 2.19 6.45
C: -2.67 1.08 2.47
C: -1.22 -0.97 2.85
C: -2.00 -2.14 -2.12
C: 2.52 1.27 -3.43
N: 3.40 2.52 6.43
H: -1.20 -3.01 2.43
H: 0.12 1.72 -2.29
H: 4.23 1.51 -4.66
H: 2.77 0.37 2.46
C: 2.49 3.11 -0.22
N: 1.65 4.09 -0.68
C: -3.23 -2.53 2.74
C: 3.15 1.33 4.34
N: -1.71 3.35 -0.31
N: 2.13 1.83 0.00
H: 2.17 2.29 -3.52
N: 0.04 -0.70 2.42
C: 0.33 0.71 -2.68
C: -1.62 1.60 -5.80
H: 4.04 0.75 4.53
C: 2.81 -2.74 1.05
C: 3.62 0.83 -4.08
C: -0.14 -0.20 -6.35
N: 3.27 1.24 0.38
H: 3.37 -2.85 0.13
C: -2.21 0.63 1.10
H: 0.80 -2.31 4.29
H: -5.28 -0.38 1.11
C: -3.63 -3.45 -3.40
H: -0.20 -0.02 -2.06
H: 3.28 3.44 6.84
C: 2.73 2.31 5.24
N: -0.43 2.93 -0.23
H: 1.04 -0.97 -4.74
H: -3.42 -3.56 3.06
N: -1.74 4.57 -0.68
H: -5.07 -0.10 4.60
H: -2.81 -4.56 -5.03
H: -2.36 2.33 -6.10
C: -1.84 -2.18 2.73
C: 0.28 4.02 -0.57
C: 1.71 -1.86 1.04
H: 4.76 -0.96 -4.60
Lu: 0.16 0.71 0.60
N: -0.51 5.05 -0.86
N: 4.23 2.09 0.38
N: 2.11 -1.46 -1.14
C: 1.58 3.02 4.90
H: -5.27 -2.37 2.33
C: 0.29 -0.25 -5.03
H: -4.84 1.44 2.52
C: -2.60 -3.89 -4.20
H: -4.66 -3.74 -3.58
C: -2.92 -0.12 4.52
C: -2.98 -1.08 -0.44
C: 3.96 -0.56 -3.99
N: 1.76 0.47 -2.63
N: 3.79 3.30 0.01
N: 1.34 1.80 2.85
N: -1.86 -1.28 -1.08
C: -4.13 0.63 2.68
H: -2.54 2.15 2.65
H: 3.55 -2.38 -2.97
C: -3.32 -2.60 -2.35

Values from the calculation:
* Kohn-Sham gap: 0.191 Eh
* LUMO: 4.1 eV
* E_HOMO: -1.07 eV
* net charge: -2
* maximum force: 1.84 eV/Å

These are the Mulliken partial charges, in e, on atoms 1 to 4: C 0.207; H 0.408; H 0.541; C -1.147

---

# 3
C44H36As2N6Os | wB97M-V/def2-TZVPD

Positions of all 89 atoms, in Å:
C: 3.29 0.68 1.01
C: -3.64 -3.35 -0.09
H: -0.98 -3.16 5.90
C: 0.88 -6.58 -0.94
H: -6.56 2.50 -0.35
Os: -0.23 -0.49 -0.07
C: 0.37 4.13 -0.39
N: -2.17 -1.49 -0.04
C: -4.32 -1.40 -1.04
H: 1.33 -7.52 -0.63
H: 3.72 3.44 -4.94
C: 0.33 -2.93 2.27
C: 1.10 -5.43 -0.19
C: 5.30 1.81 1.81
H: 6.15 2.47 1.66
As: 2.18 0.10 -0.52
C: 0.23 -4.17 2.89
H: 2.59 -1.95 -1.80
N: -1.71 1.13 -0.45
H: 0.49 -5.07 2.38
H: 3.80 -0.17 4.28
C: -4.03 1.56 -0.85
N: 0.46 2.18 0.97
C: 1.77 2.02 -2.56
C: 3.06 -1.61 -0.88
N: -4.57 -2.69 -0.78
H: -5.01 1.15 -1.04
C: -4.98 3.91 -0.90
H: 4.52 2.13 -0.11
C: 2.73 1.22 -1.96
H: 4.11 -1.47 -1.10
C: 4.04 1.20 -2.42
H: 1.39 3.47 -4.10
C: -0.28 -4.18 -1.75
C: -0.61 -3.09 4.88
N: -6.94 5.61 -1.15
C: 0.49 -4.24 -0.59
C: 2.09 3.91 1.08
H: -0.83 -0.95 4.79
C: -0.53 -1.85 4.26
H: -0.09 4.69 -1.20
H: -0.72 -3.24 -2.08
H: 0.01 -0.81 2.49
C: 4.40 2.01 -3.50
C: -0.17 2.94 0.08
C: -3.83 2.93 -0.77
H: -3.86 -4.38 0.19
H: 2.06 2.11 2.26
C: -0.06 -1.77 2.95
As: 0.86 -2.67 0.44
C: -6.30 3.50 -0.67
C: -3.17 -0.77 -0.62
C: -0.48 -5.33 -2.49
H: -5.07 -0.87 -1.62
C: 4.40 1.61 0.82
C: 2.13 2.83 -3.63
N: 1.52 4.62 0.11
C: -2.96 0.69 -0.68
C: -1.51 2.46 -0.35
C: 3.05 0.09 2.31
H: 2.98 4.33 1.55
C: 2.81 -2.58 0.26
C: -2.54 3.37 -0.51
H: -0.07 -7.43 -2.67
C: 5.10 1.16 3.07
C: 3.44 2.82 -4.10
H: 3.26 -2.27 1.19
H: -5.66 7.19 -1.66
H: 2.19 -0.52 2.49
C: -2.43 -2.77 0.24
C: -7.34 4.40 -0.80
H: -3.73 5.62 -1.47
H: -0.32 -5.21 4.69
H: 3.17 -3.57 0.02
C: -5.76 6.14 -1.38
C: -0.24 -4.24 4.20
H: -1.69 -3.35 0.75
H: 0.74 2.01 -2.22
C: 0.09 -6.53 -2.09
C: 1.57 2.68 1.48
H: 4.80 0.56 -1.98
H: 5.81 1.32 3.88
C: 3.94 0.30 3.31
H: -8.40 4.18 -0.65
C: -4.72 5.24 -1.26
H: -2.32 4.42 -0.35
H: 1.75 -5.47 0.66
H: 5.41 1.99 -3.87
H: -1.08 -5.29 -3.40

Values from the calculation:
* multiplicity: 5
* Kohn-Sham gap (alpha / beta): 0.182 / 0.065 Eh
* ΔE to the lowest compared entry with this formula, charge and spin: 67.3 kcal/mol
* LUMO (alpha / beta): -11.6 / -14.8 eV
* E_HOMO (alpha / beta): -16.58 / -16.57 eV
* net charge: +4
* maximum force: 4.33 eV/Å

These are the Mulliken partial charges, in e, on atoms 1 to 4: C 0.357; C -0.662; H 0.458; C -0.942

---

What did the third record say?
C44H36As2N6Os | wB97M-V/def2-TZVPD

Positions of all 89 atoms, in Å:
C: 3.29 0.68 1.01
C: -3.64 -3.35 -0.09
H: -0.98 -3.16 5.90
C: 0.88 -6.58 -0.94
H: -6.56 2.50 -0.35
Os: -0.23 -0.49 -0.07
C: 0.37 4.13 -0.39
N: -2.17 -1.49 -0.04
C: -4.32 -1.40 -1.04
H: 1.33 -7.52 -0.63
H: 3.72 3.44 -4.94
C: 0.33 -2.93 2.27
C: 1.10 -5.43 -0.19
C: 5.30 1.81 1.81
H: 6.15 2.47 1.66
As: 2.18 0.10 -0.52
C: 0.23 -4.17 2.89
H: 2.59 -1.95 -1.80
N: -1.71 1.13 -0.45
H: 0.49 -5.07 2.38
H: 3.80 -0.17 4.28
C: -4.03 1.56 -0.85
N: 0.46 2.18 0.97
C: 1.77 2.02 -2.56
C: 3.06 -1.61 -0.88
N: -4.57 -2.69 -0.78
H: -5.01 1.15 -1.04
C: -4.98 3.91 -0.90
H: 4.52 2.13 -0.11
C: 2.73 1.22 -1.96
H: 4.11 -1.47 -1.10
C: 4.04 1.20 -2.42
H: 1.39 3.47 -4.10
C: -0.28 -4.18 -1.75
C: -0.61 -3.09 4.88
N: -6.94 5.61 -1.15
C: 0.49 -4.24 -0.59
C: 2.09 3.91 1.08
H: -0.83 -0.95 4.79
C: -0.53 -1.85 4.26
H: -0.09 4.69 -1.20
H: -0.72 -3.24 -2.08
H: 0.01 -0.81 2.49
C: 4.40 2.01 -3.50
C: -0.17 2.94 0.08
C: -3.83 2.93 -0.77
H: -3.86 -4.38 0.19
H: 2.06 2.11 2.26
C: -0.06 -1.77 2.95
As: 0.86 -2.67 0.44
C: -6.30 3.50 -0.67
C: -3.17 -0.77 -0.62
C: -0.48 -5.33 -2.49
H: -5.07 -0.87 -1.62
C: 4.40 1.61 0.82
C: 2.13 2.83 -3.63
N: 1.52 4.62 0.11
C: -2.96 0.69 -0.68
C: -1.51 2.46 -0.35
C: 3.05 0.09 2.31
H: 2.98 4.33 1.55
C: 2.81 -2.58 0.26
C: -2.54 3.37 -0.51
H: -0.07 -7.43 -2.67
C: 5.10 1.16 3.07
C: 3.44 2.82 -4.10
H: 3.26 -2.27 1.19
H: -5.66 7.19 -1.66
H: 2.19 -0.52 2.49
C: -2.43 -2.77 0.24
C: -7.34 4.40 -0.80
H: -3.73 5.62 -1.47
H: -0.32 -5.21 4.69
H: 3.17 -3.57 0.02
C: -5.76 6.14 -1.38
C: -0.24 -4.24 4.20
H: -1.69 -3.35 0.75
H: 0.74 2.01 -2.22
C: 0.09 -6.53 -2.09
C: 1.57 2.68 1.48
H: 4.80 0.56 -1.98
H: 5.81 1.32 3.88
C: 3.94 0.30 3.31
H: -8.40 4.18 -0.65
C: -4.72 5.24 -1.26
H: -2.32 4.42 -0.35
H: 1.75 -5.47 0.66
H: 5.41 1.99 -3.87
H: -1.08 -5.29 -3.40

Values from the calculation:
* multiplicity: 5
* Kohn-Sham gap (alpha / beta): 0.182 / 0.065 Eh
* ΔE to the lowest compared entry with this formula, charge and spin: 67.3 kcal/mol
* LUMO (alpha / beta): -11.6 / -14.8 eV
* E_HOMO (alpha / beta): -16.58 / -16.57 eV
* net charge: +4
* maximum force: 4.33 eV/Å

These are the Mulliken partial charges, in e, on atoms 1 to 4: C 0.357; C -0.662; H 0.458; C -0.942